Entry 1:
The following is a DFT calculation (ωB97M-V with the def2-TZVPD basis set) of C40H42BiN3O4Se3Te2 as an isolated structure.

Atoms and positions in Å:
Bi -0.88365 -2.04191 0.90455
O 0.02793 -6.22563 2.33413
C -0.00867 -5.02162 2.09929
O -0.48937 -4.43389 1.07719
C 0.64748 -4.08417 3.11641
C 1.30294 -4.55128 4.24622
C 1.94818 -3.63256 5.05824
C 1.94551 -2.28829 4.71168
C 1.26320 -1.90337 3.56971
N 0.61854 -2.79276 2.82243
C 1.26062 -0.45998 3.06956
O 1.89047 0.37143 3.74551
O 0.62598 -0.25285 2.00380
H 1.29527 -5.61377 4.44282
H 2.46943 -3.96389 5.94910
H 2.45699 -1.52963 5.28640
C -4.76855 -2.68366 -2.96373
C -3.60532 -1.69053 -2.97094
C -3.23335 -1.36098 -4.42078
C -3.90622 -0.43001 -2.17685
C -5.15993 0.16607 -2.28116
C -5.48130 1.29558 -1.55073
C -4.53538 1.86025 -0.70957
C -3.26509 1.31306 -0.58788
C -2.20434 1.98799 0.25718
C -1.36614 2.92799 -0.61682
C -2.76961 2.74419 1.45492
C -2.95755 0.15768 -1.32407
N -1.67815 -0.43617 -1.16107
C -0.85197 -0.31351 -2.14417
C 0.43697 -0.89802 -2.25619
C 1.27438 -0.78517 -3.37964
C 2.41359 -1.52245 -3.07672
C 2.20728 -2.04757 -1.77989
N 1.01851 -1.67795 -1.28885
C 3.17580 -2.92482 -1.01576
C 4.57552 -2.29912 -1.04951
C 2.73266 -3.06869 0.43491
C 3.22635 -4.31311 -1.66810
H -4.44778 -3.62825 -3.40892
H -5.61754 -2.31463 -3.54625
H -5.10519 -2.89385 -1.94949
H -2.75705 -2.18361 -2.49442
H -4.05994 -0.83988 -4.91340
H -3.02675 -2.27728 -4.97990
H -2.35178 -0.72356 -4.48262
H -5.90637 -0.27987 -2.92789
H -6.47046 1.73206 -1.62868
H -4.79026 2.74165 -0.13489
H -1.54116 1.21251 0.64954
H -2.00224 3.70416 -1.05381
H -0.88199 2.38745 -1.43297
H -0.59098 3.41794 -0.02373
H -3.29922 3.65168 1.14760
H -1.94691 3.04477 2.10632
H -3.44480 2.11255 2.03369
H -1.15131 0.29227 -3.00655
H 1.05905 -0.22900 -4.28175
H 3.28465 -1.66707 -3.70002
H 4.56851 -1.32160 -0.56385
H 4.92743 -2.16678 -2.07530
H 5.28886 -2.94174 -0.52364
H 2.63002 -2.08812 0.90436
H 3.46534 -3.65523 0.99889
H 1.77243 -3.57943 0.49294
H 3.54962 -4.24289 -2.70960
H 2.23852 -4.77682 -1.64774
H 3.92330 -4.96461 -1.13104
Se -3.25693 -3.47880 0.41584
Se -4.94699 -1.91581 0.85421
Te -4.44766 -1.64845 3.29188
Se -2.16496 -0.67548 2.98229
Te 1.24112 2.94366 2.85709
C 0.88054 4.83398 1.93713
C 1.53323 5.29673 0.79617
C 1.20944 6.52917 0.24245
C 0.23032 7.32724 0.81649
C -0.42825 6.87567 1.95311
C -0.10744 5.64331 2.50195
C 2.55225 2.32152 1.33000
C 2.06879 1.63049 0.22455
C 2.93165 1.25029 -0.79527
C 4.28197 1.56078 -0.71042
C 4.77197 2.24443 0.39427
C 3.90821 2.62297 1.41460
H 2.29324 4.68471 0.32536
H 1.72509 6.86190 -0.65130
H -0.02624 8.28374 0.37725
H -1.20546 7.47941 2.40774
H -0.64925 5.29903 3.37738
H 1.02398 1.35975 0.17100
H 2.54719 0.69301 -1.64092
H 4.95422 1.25053 -1.50235
H 5.82825 2.47747 0.46874
H 4.28669 3.14905 2.28228

Force components x, y, z for each atom (eV/Å):
0.014 -0.129 -0.065
0.005 -0.006 -0.009
0.023 0.020 0.037
-0.035 0.020 0.010
-0.005 -0.012 0.001
-0.008 -0.011 -0.013
0.004 0.015 -0.003
0.006 -0.020 0.009
0.038 -0.018 0.007
0.014 0.086 -0.012
-0.077 0.056 0.038
0.009 -0.019 0.000
0.012 -0.053 -0.027
0.002 0.001 0.001
-0.003 0.002 0.002
0.001 0.001 -0.002
-0.005 -0.005 0.000
-0.005 0.005 -0.004
0.002 0.005 -0.001
0.010 0.005 -0.007
0.006 -0.003 0.005
-0.005 0.002 -0.002
-0.003 0.001 -0.002
0.005 -0.012 0.003
0.018 -0.007 0.001
-0.003 -0.006 -0.004
0.007 0.016 0.011
0.002 0.010 0.017
0.029 0.052 -0.010
-0.001 -0.015 0.028
-0.009 0.021 0.002
-0.003 0.016 0.020
0.012 -0.035 -0.010
-0.014 0.036 0.003
0.007 -0.034 -0.004
0.015 0.003 0.000
-0.001 -0.002 -0.005
0.016 0.015 0.005
-0.012 -0.008 0.002
0.002 0.002 -0.002
0.002 -0.001 -0.005
-0.001 0.001 -0.002
0.001 -0.002 0.001
-0.002 0.001 0.000
0.001 -0.002 0.001
-0.001 -0.004 -0.003
-0.003 0.007 0.001
-0.001 -0.002 -0.001
-0.004 0.000 -0.003
-0.008 -0.007 -0.005
-0.002 -0.001 -0.002
0.008 0.006 -0.001
0.008 -0.007 0.015
-0.004 -0.005 0.001
0.001 0.006 -0.001
-0.001 -0.002 0.002
-0.005 0.005 0.000
0.002 0.002 -0.002
-0.007 0.003 -0.006
0.000 -0.003 -0.002
0.005 -0.003 0.002
0.000 -0.002 0.000
-0.005 -0.005 0.002
-0.003 0.002 0.003
0.002 -0.007 -0.006
-0.001 0.005 -0.001
0.000 0.001 0.003
0.000 0.000 0.001
-0.070 -0.019 -0.004
0.022 -0.020 0.000
-0.065 -0.028 0.012
0.058 0.043 -0.006
0.018 -0.029 -0.025
-0.007 0.025 0.013
0.006 0.004 -0.003
0.010 -0.012 -0.008
-0.010 0.008 0.002
-0.004 -0.001 -0.004
0.007 0.007 -0.014
0.029 0.042 0.046
-0.017 -0.009 -0.009
-0.008 0.008 0.010
0.010 -0.016 -0.021
0.000 0.017 0.011
-0.011 -0.020 -0.014
-0.004 0.008 0.000
-0.002 0.002 -0.001
0.002 0.002 0.002
-0.001 0.002 -0.002
-0.001 -0.005 0.009
-0.020 0.007 -0.006
0.001 -0.001 -0.002
0.003 0.003 0.001
0.001 -0.001 0.000
0.002 0.003 0.001

Results
* LUMO level: 3.85 eV
* total charge: -2
* E_HOMO: -0.08273 hartree
* orbital gap: 0.22409 Eh
* maximum force: 0.003 hartree/bohr
* energy above the lowest of the compared OMol25 structures with the same formula, charge and spin: 0.0 kJ/mol
* total energy: -9969.87904 hartree

=====

Entry 2:
The following is a DFT calculation (ωB97M-V with the def2-TZVPD basis set) of C21H33N3O7P2Pd as an isolated structure.

Atoms and positions in Å:
P 0.28019 -2.59237 -1.82613
P 0.10333 0.76970 -3.40710
C -0.55513 -1.95138 -3.36543
C 0.23461 -0.87191 -4.09606
H -1.56021 -1.60351 -3.10290
H -0.70147 -2.80010 -4.05151
H 1.28941 -1.13650 -4.23631
H -0.16652 -0.73056 -5.10334
C -1.25941 1.65328 -4.24275
H -1.67051 2.45342 -3.60925
H -2.07216 0.98185 -4.53611
H -0.84456 2.12151 -5.14143
C 1.48896 1.72252 -4.15957
H 1.08576 2.10325 -5.10588
H 2.33487 1.06986 -4.40222
H 1.86278 2.58858 -3.59430
C -0.22967 -4.36790 -1.98310
H -0.09151 -4.81449 -0.98540
H 0.37563 -4.93399 -2.70867
H -1.30073 -4.49652 -2.23185
C 2.08284 -2.37825 -1.96674
H 2.26555 -1.29854 -2.07386
H 2.47252 -2.95247 -2.81227
H 2.59799 -2.71643 -1.06486
Pd -0.20248 -2.60848 0.24899
C 0.08022 3.00016 1.13582
C -0.84897 3.71271 0.47031
C -2.27130 3.32720 0.28460
C -2.31087 1.79783 -0.00777
C -1.74633 1.66270 -1.40407
C -0.31612 1.34889 -1.61575
C 0.98030 2.01566 -1.09646
C 1.18937 2.29662 0.43261
C 1.56811 -3.19099 0.79450
H 0.31982 3.18415 2.19770
H -0.62924 4.66669 -0.00109
H -2.64505 3.81041 -0.63103
H -2.89619 3.63079 1.14379
H -1.77497 1.27640 0.81458
H -3.34168 1.39436 0.03879
H -2.47241 1.19325 -2.10688
H -0.22309 0.32761 -1.18450
H 1.27467 2.88287 -1.68508
H 1.78392 1.27217 -1.20897
H 1.44515 1.35195 0.96096
H 2.11051 2.91594 0.45328
H 2.17891 -2.29403 0.68610
H 1.87279 -4.03370 0.17217
H 1.44852 -3.43487 1.85124
O -1.85616 -0.35574 7.48923
N -0.86031 0.23737 7.02129
O -0.21221 1.08317 7.66805
C -0.45983 -0.09690 5.67698
C -1.13822 -1.10659 4.98690
C -0.83032 -1.39749 3.66342
C 0.14718 -0.61067 2.91017
O 0.20555 -0.60281 1.64000
C 0.95805 0.26045 3.75261
C 0.60328 0.56988 5.05546
N 2.18690 0.88080 3.21411
O 2.46815 2.03231 3.62660
O 2.89512 0.25641 2.40255
N -1.71173 -2.40024 3.09869
O -2.70989 -2.72525 3.77540
O -1.48448 -3.04224 2.02296
H -1.95904 -1.63495 5.46128
H 1.16176 1.32712 5.59749

Force components x, y, z for each atom (eV/Å):
-0.230 -1.128 -0.009
-0.831 3.901 0.456
0.272 -0.134 -0.186
-0.067 -0.516 -0.178
0.157 -0.003 0.093
0.161 0.130 0.228
-0.189 0.054 0.233
-0.048 -0.011 -0.070
-0.241 -0.140 -0.918
0.279 -0.418 -0.002
0.020 0.117 0.079
-0.317 -0.257 0.002
0.395 -0.225 -0.224
0.298 -0.141 0.193
-0.072 0.118 0.191
-0.343 -0.510 0.020
0.562 -0.766 -0.296
0.004 -0.019 -0.577
-0.215 0.090 -0.013
0.536 0.400 0.040
0.056 -0.169 -1.192
0.134 -0.321 -0.088
0.229 0.321 -0.132
-0.312 0.135 -0.432
-2.599 1.940 1.609
2.346 -1.261 1.775
-1.829 1.582 -2.016
-1.039 -0.313 0.783
-0.379 0.561 0.136
-0.672 -0.187 -0.205
1.303 -2.872 0.173
0.529 -0.010 0.995
0.343 0.578 -0.664
0.820 -0.210 0.151
-0.841 -0.893 0.135
0.655 -0.104 -0.935
-0.012 0.138 0.578
-0.288 -0.242 0.041
0.330 0.154 -0.498
0.266 0.343 -0.257
0.765 0.437 0.363
0.235 -0.233 0.615
-0.311 0.231 0.135
-0.076 -0.009 -0.690
-0.366 0.601 -0.507
0.028 -0.259 0.050
0.213 -0.241 0.179
0.349 -0.025 0.399
0.023 -0.221 -0.029
1.615 0.941 -0.829
-0.736 0.163 2.022
-0.851 -1.288 -1.366
-0.077 -0.543 -0.913
0.138 0.667 0.427
-0.108 0.382 0.275
-0.182 -0.250 -2.076
0.094 -0.067 2.253
-0.081 -0.107 0.579
0.451 0.028 -0.487
1.079 1.242 -0.344
-0.530 -2.255 -0.740
-1.448 0.797 1.537
-1.513 -1.746 0.215
1.730 0.596 -1.494
0.122 1.439 1.464
0.305 0.158 0.009
-0.036 -0.152 -0.065

Results
* LUMO level (spin up / spin down): -1.96 / -1.04 eV
* E_HOMO (spin up / spin down): -0.16633 / -0.18097 hartree
* orbital gap (spin up / spin down): 0.09422 / 0.14273 Eh
* maximum force: 0.078 hartree/bohr
* ⟨S²⟩: 2.046
* 2S+1: 3
* energy above the lowest of the compared OMol25 structures with the same formula, charge and spin: 336.6 kJ/mol
* total energy: -2320.82377 hartree

=====

Entry 3:
The following is a DFT calculation (ωB97M-V with the def2-TZVPD basis set) of one molecule with the formula C17H19ClN4O2.

Atoms and positions in Å:
C -2.50801 -0.91441 -2.97759
C -1.21696 -0.58238 -2.24729
O -1.45182 0.56878 -1.46153
C -0.42956 1.07768 -0.73106
C 0.85644 0.56456 -0.69612
C 1.85050 1.16292 0.08241
C 1.54330 2.29156 0.83746
C 0.26012 2.80445 0.81788
C -0.72747 2.21765 0.04427
O -2.00018 2.75417 0.01745
C -2.83034 2.33586 1.09360
C -3.10960 0.85740 1.02653
C -2.21802 -0.04773 1.59000
C -2.40594 -1.41032 1.44427
C -3.50322 -1.86997 0.73592
C -4.41153 -0.98422 0.17900
C -4.20399 0.37545 0.32116
H -4.89514 1.07076 -0.13038
H -5.26625 -1.35738 -0.36424
Cl -3.74094 -3.57317 0.53927
H -1.70573 -2.11055 1.87262
H -1.36076 0.31318 2.14024
H -2.35772 2.59043 2.05395
H -3.74947 2.91433 0.97783
H 0.00904 3.67943 1.39957
H 2.30600 2.76396 1.43874
C 3.18935 0.61126 0.10923
N 3.47554 -0.45679 -0.52760
N 4.71538 -0.92181 -0.61912
C 5.39422 -1.46701 0.30770
N 4.98969 -1.61909 1.62769
H 3.99961 -1.47541 1.76872
H 5.33921 -2.44571 2.08872
N 6.61480 -2.03677 -0.00458
H 7.29239 -2.02452 0.74224
H 6.97983 -1.72405 -0.89116
H 3.93896 1.16062 0.69125
H 1.13547 -0.30620 -1.26565
H -0.91803 -1.42055 -1.60241
H -0.41156 -0.38852 -2.96865
H -2.36161 -1.78772 -3.60675
H -3.29641 -1.11712 -2.25841
H -2.80958 -0.07304 -3.59517

Force components x, y, z for each atom (eV/Å):
0.309 0.189 0.272
0.008 -0.375 -0.276
0.035 0.317 0.162
-0.100 0.199 0.026
-0.067 -0.001 -0.048
-0.823 0.344 0.116
0.273 -0.344 -0.131
-0.412 -0.007 -0.174
-0.017 -0.004 0.042
0.475 0.082 -0.270
-0.178 -0.176 0.220
-0.014 0.115 0.085
-0.159 0.053 0.038
0.014 -0.099 -0.032
0.034 0.219 0.006
-0.049 -0.068 0.020
0.109 -0.006 0.135
-0.093 0.088 -0.062
-0.056 -0.058 -0.041
-0.028 -0.183 -0.028
0.036 -0.088 0.033
0.076 0.043 0.058
-0.076 0.008 -0.142
0.085 -0.065 0.092
-0.065 0.086 0.026
0.095 0.046 0.053
0.970 -0.359 0.072
-1.513 0.126 0.498
1.774 0.106 -0.641
-0.715 -0.029 0.174
0.023 0.008 -0.007
0.054 0.015 -0.003
-0.072 -0.019 -0.066
0.169 -0.100 0.187
0.021 0.095 -0.068
-0.044 -0.014 0.023
0.086 -0.037 -0.164
-0.047 -0.097 -0.093
0.042 0.107 -0.053
-0.028 -0.028 0.129
-0.004 -0.093 -0.071
-0.079 -0.059 0.011
-0.049 0.061 -0.105

Results
* LUMO level: 0.64 eV
* E_HOMO: -0.29204 hartree
* orbital gap: 0.31565 Eh
* maximum force: 0.037 hartree/bohr
* SMILES string: CCOc1cc(/C=N/N=C(N)N)ccc1OCc1ccc(Cl)cc1
* energy above the lowest of the compared OMol25 structures with the same formula, charge and spin: 257.6 kJ/mol
* total energy: -1488.86782 hartree